Entry 1:
A molecular structure, C12H27AsN7O3S4W. Source: the OMol25 dataset; level of theory: ωB97M-V/def2-TZVPD.

```
55
Properties=species:S:1:pos:R:3:forces:R:3
W -1.041906 0.657125 0.299599 0.13 0.39 0.00
C 0.552883 2.241980 4.680879 0.00 0.00 0.00
N 0.852663 0.822030 4.511048 -0.03 -0.03 -0.04
C 1.189974 0.058772 5.706377 -0.01 0.01 0.01
C 0.771092 0.255543 3.309335 -0.04 0.01 0.05
O 0.468795 0.902765 2.295911 0.09 -0.09 -0.09
C 1.107541 -1.230548 3.222071 -0.03 0.04 -0.02
O 1.151777 -1.664119 1.883296 0.00 -0.01 0.05
C 2.337031 -1.338165 1.217688 -0.01 -0.01 -0.05
C 2.037584 -0.656655 -0.106254 0.09 0.29 0.06
O 0.957358 -0.092501 -0.329185 -0.40 -0.26 0.01
N 2.999396 -0.616380 -1.029445 0.00 -0.08 -0.08
C 4.280398 -1.303549 -0.915952 0.00 0.05 0.02
C 2.718452 0.000859 -2.322880 0.01 0.02 0.05
H -0.387862 2.362063 5.217075 0.01 0.00 0.01
H 1.361040 2.711994 5.241267 0.00 0.00 -0.01
H 0.458112 2.705217 3.704591 0.00 0.00 0.00
H 0.968765 0.674747 6.573338 -0.01 -0.01 0.00
H 0.590034 -0.847414 5.782796 0.01 0.00 0.00
H 2.249487 -0.203440 5.736538 0.00 0.01 0.00
H 2.055075 -1.438077 3.731116 0.00 0.01 -0.01
H 0.327557 -1.803689 3.719848 -0.02 0.00 0.00
H 2.959616 -0.641466 1.792197 0.01 -0.02 0.01
H 2.916137 -2.249444 1.052383 -0.02 0.00 0.00
H 4.556787 -1.470913 0.119399 0.00 0.01 -0.02
H 4.260246 -2.257603 -1.446456 0.02 -0.01 0.01
H 5.048543 -0.673909 -1.360484 0.01 -0.01 -0.01
H 1.962611 0.770653 -2.204711 0.00 0.00 0.00
H 3.635654 0.444148 -2.703750 0.00 0.00 -0.01
H 2.362971 -0.748554 -3.033796 0.00 0.01 -0.01
S -3.052318 2.327913 3.646688 -0.05 0.08 0.13
As -2.713531 1.019529 2.126406 0.00 -0.10 -0.11
S -0.388456 2.706724 0.277992 0.02 -0.27 0.00
S -1.902192 -0.960667 2.216259 -0.02 0.00 0.01
S -3.511382 1.040748 0.135916 0.15 -0.07 0.00
C -2.781433 0.377464 -5.132312 0.01 -0.01 -0.01
N -2.436387 1.052778 -3.889009 -0.01 0.00 0.02
C -2.651010 2.494821 -3.809775 0.01 0.00 -0.01
C -1.926911 0.399608 -2.825219 0.11 -0.02 -0.07
N -1.354551 1.000563 -1.831758 -0.18 0.07 0.04
N -2.010593 -0.979256 -2.873613 0.01 0.00 0.05
C -1.736333 -1.825638 -1.819048 -0.19 0.01 -0.02
N -1.821952 -3.145572 -2.132798 0.01 0.00 0.02
N -1.440257 -1.382466 -0.655977 0.30 0.00 0.01
H -2.796354 1.113456 -5.931041 -0.01 0.00 0.00
H -3.768135 -0.092771 -5.088281 0.00 0.00 0.00
H -2.026783 -0.361672 -5.405325 0.00 0.00 0.00
H -3.439098 2.763144 -4.508416 0.01 0.00 -0.01
H -1.750086 3.058367 -4.063747 0.00 0.00 0.01
H -2.986970 2.772264 -2.810927 -0.01 0.00 0.00
H -1.300609 2.000288 -1.966429 0.04 -0.02 -0.03
H -2.497354 -1.377381 -3.656972 -0.02 0.00 0.01
H -2.236046 -3.444364 -2.998160 0.00 0.00 0.00
H -1.854119 -3.809965 -1.378492 -0.01 0.00 0.00
H -1.324948 -2.119385 0.030199 0.02 0.00 -0.01
```
Positions in Å, forces in eV/Å.

## Properties
HOMO (spin up / spin down) = -9.74 / -9.74 eV
Calculated total energy = -135458.216 eV
LUMO level (spin up / spin down) = -2.928 / -2.928 eV
Largest force on an atom = 0.5 eV/A
Relative energy (zero: lowest compared OMol25 entry of this formula, charge and spin) = 3.1 kcal/mol
Kohn-Sham gap (spin up / spin down) = 6.8 / 6.8 eV
Spin multiplicity = 1
Charge = +1

Entry 2:
A molecular structure, C12H27BeN10O10 at a distorted geometry. Source: the OMol25 dataset; level of theory: ωB97M-V/def2-TZVPD.

```
60
Properties=species:S:1:pos:R:3:forces:R:3
Be 4.262221 13.721784 -1.386205 -0.26 -0.19 4.65
O 6.502911 14.106170 2.690395 -1.66 -0.20 -0.94
C 5.144910 14.093313 2.330818 -1.37 -1.12 -4.13
O 4.730274 13.795056 1.202233 0.59 -0.46 0.01
O 4.446520 14.528104 3.281140 -0.60 0.32 0.73
H 5.908734 14.508822 3.375775 3.06 1.36 3.72
C 6.900767 16.263361 -0.409649 -0.46 -0.18 -0.98
O 6.017085 15.510312 -0.857120 -0.43 -0.45 -0.60
N 7.500093 16.069982 0.752058 -0.08 -0.41 0.75
N 7.351260 17.339944 -1.109723 -0.28 0.42 -0.61
H 7.063498 15.386831 1.358131 0.60 -0.11 0.32
H 8.349354 16.558451 0.973250 -0.12 -0.09 0.29
H 6.800698 17.561573 -1.924707 0.10 -0.03 -0.02
H 7.655396 18.146805 -0.588973 0.09 -0.06 -0.01
C 7.081198 11.777578 -1.109135 1.50 1.71 -0.49
O 5.865037 11.872484 -0.897175 -1.60 0.78 -0.53
N 7.659655 11.353828 -2.230448 0.41 -1.02 -2.08
N 8.020577 12.286892 -0.271983 -1.52 -0.10 1.05
H 8.653746 11.425063 -2.357983 0.07 0.04 0.37
H 7.228462 11.121900 -3.110521 -0.77 -0.09 0.50
H 7.625813 12.542964 0.623067 0.57 0.12 0.16
H 8.996279 12.100937 -0.404953 0.04 -0.02 0.33
C 1.651862 12.466712 0.332447 -0.04 0.47 2.11
O 2.404134 12.521834 -0.662303 1.81 0.77 -2.41
N 2.116493 12.623683 1.566948 0.25 0.23 0.24
N 0.330113 12.182988 0.226383 0.87 -0.14 -1.17
H 3.084025 12.891532 1.694932 0.02 0.21 -0.28
H 1.542486 12.588094 2.395119 -0.13 -0.18 -0.09
H 0.089483 11.968803 -0.728091 -0.72 0.19 0.20
H -0.326796 12.517907 0.907960 -0.10 -0.19 -0.11
C 3.219777 16.880790 0.070103 0.40 -0.51 0.24
O 3.180726 15.768174 -0.457965 -0.11 -1.41 -1.25
N 2.708235 17.994376 -0.480683 -0.19 -0.11 -0.66
N 3.801164 17.116307 1.250931 0.62 0.52 1.43
H 2.167654 17.884907 -1.321667 -0.02 0.32 0.10
H 2.687864 18.822521 0.083627 -0.36 0.24 -0.41
H 4.039289 16.428582 1.949801 -0.15 -0.58 -0.46
H 3.660326 18.027202 1.653199 0.07 0.00 0.07
C 5.691972 12.254269 6.307242 -1.50 -2.04 2.04
O 5.393691 11.301404 7.026378 0.31 0.21 -0.41
N 6.812835 12.286339 5.583298 0.91 0.99 -1.21
N 4.897445 13.352944 6.278487 -0.20 1.13 -0.26
H 6.923809 13.133048 5.047947 0.47 -0.36 -0.28
H 7.206373 11.425909 5.245968 0.01 0.04 0.17
H 4.074046 13.279411 6.853422 0.00 -0.10 -0.08
H 4.780905 13.850214 5.409672 0.00 0.11 0.07
C 0.129009 11.837608 6.399799 -0.52 -0.68 -0.72
C 0.424384 13.060196 5.843535 0.26 0.33 -0.34
C 1.563960 13.170672 5.045148 0.86 -0.54 -0.49
C 2.273057 11.999159 4.718610 0.44 0.94 0.42
C 1.982650 10.774886 5.271265 -0.76 -0.01 0.02
C 0.867456 10.699185 6.099834 0.26 0.19 1.14
O 0.591829 9.514638 6.693423 0.33 -1.49 -0.58
O 2.003235 14.382630 4.592433 -1.18 0.88 0.31
H -0.809424 11.716128 6.925321 0.12 0.03 0.32
H -0.282192 13.857717 6.026800 0.41 0.39 -0.03
H 3.210771 12.086888 4.182643 -0.06 0.13 -0.23
H 2.618508 9.931583 5.045859 -0.15 -0.17 0.21
H 0.122736 9.481303 7.528119 -0.14 0.81 -0.03
H 2.869389 14.457489 4.167782 0.05 -0.85 -0.07
```
Positions in Å, forces in eV/Å.

## Properties
HOMO = -9.44 eV
Calculated total energy = -48655.583 eV
LUMO level = -6.312 eV
Largest force on an atom = 5.0 eV/A
Relative energy (zero: lowest compared OMol25 entry of this formula, charge and spin) = 0.0 kcal/mol
Kohn-Sham gap = 3.1 eV
Spin multiplicity = 1
Charge = +1

Q: Which of these has the highest relative energy (zero: lowest compared OMol25 entry of this formula, charge and spin)?
A: C12H27AsN7O3S4W